{"formula": "C4H7N3O2", "method": "ωB97M-V/def2-TZVPD", "symbols": ["C", "C", "C", "C", "N", "N", "N", "O", "O", "H", "H", "H", "H", "H", "H", "H"], "positions_angstrom": [[-0.608, 0.715, 0.525], [2.359, 0.077, 0.319], [-2.562, -0.036, -0.795], [-1.707, -0.184, 0.439], [0.351, 1.132, 1.061], [1.601, 1.184, 0.967], [1.534, -0.836, -0.055], [3.523, 0.363, 0.115], [1.926, -1.741, -1.074], [-3.064, 0.909, -0.788], [-3.273, -0.812, -1.106], [-1.736, 0.088, -1.586], [-1.096, -1.091, 0.488], [-2.202, -0.080, 1.417], [2.151, 1.968, 1.472], [2.800, -1.655, -1.398]], "orbital_gap_ev": 7.637, "energy_ev": -12821.1390, "max_force_ev_per_a": 4.182, "mol_weight_g_mol": 129.12}

{"formula": "C4H7N3O2", "method": "ωB97M-V/def2-TZVPD", "symbols": ["C", "C", "C", "C", "H", "H", "H", "H", "H", "H", "H", "N", "N", "N", "O", "O"], "positions_angstrom": [[1.390, -0.150, -0.411], [0.928, 0.193, 0.985], [-1.083, 1.254, 0.447], [-0.717, -1.289, -0.763], [2.569, -0.041, -1.981], [1.712, 0.438, 1.702], [0.325, -0.780, 1.171], [-1.053, 1.230, -0.679], [-1.612, 2.151, 0.680], [-0.885, -2.352, -1.200], [0.669, -0.875, -2.213], [2.576, 0.059, -0.878], [-1.732, -1.019, 0.032], [0.452, -0.742, -1.091], [0.208, 1.323, 1.041], [-1.946, 0.189, 0.776]], "orbital_gap_ev": 9.470, "energy_ev": -12822.1042, "max_force_ev_per_a": 7.494, "smiles": "[H]/N=C1/COCO/N=C\\N1", "mol_weight_g_mol": 129.12}

{"formula": "C4H7N3O2S", "method": "ωB97M-V/def2-TZVPD", "symbols": ["C", "C", "C", "C", "N", "N", "N", "O", "O", "S", "H", "H", "H", "H", "H", "H", "H"], "positions_angstrom": [[1.273, -1.056, -0.307], [-0.069, 0.761, -0.021], [2.145, 0.375, -0.771], [-0.887, -1.356, 0.690], [0.998, 1.228, -1.047], [0.046, -0.658, -0.145], [3.071, 0.802, 0.258], [4.109, 0.207, 0.445], [2.696, 1.721, 1.004], [1.891, -2.517, -0.379], [0.271, 1.110, 0.915], [-1.013, 1.193, -0.401], [2.483, 0.056, -1.725], [-0.557, -1.094, 1.696], [-1.918, -1.080, 0.552], [-0.974, -2.356, 0.463], [1.032, 2.210, -1.029]], "orbital_gap_ev": 8.712, "energy_ev": -23657.5303, "max_force_ev_per_a": 4.440, "smiles": "CN1CN[C@@H]([N+](=O)[O-])C1=S", "mol_weight_g_mol": 161.19}

{"formula": "C4H7N3O2S", "method": "ωB97M-V/def2-TZVPD", "symbols": ["C", "C", "C", "C", "N", "N", "N", "O", "O", "S", "H", "H", "H", "H", "H", "H", "H"], "positions_angstrom": [[-0.778, -1.454, 0.007], [0.496, -0.972, 0.136], [-1.817, 1.078, -0.525], [1.617, -1.923, 0.395], [0.633, 0.331, 0.371], [-2.493, 2.228, -0.336], [1.733, 0.939, 0.180], [2.452, 0.776, -0.791], [2.009, 1.893, 0.910], [-2.040, -0.351, 0.353], [-1.129, -2.442, -0.214], [-0.992, 1.032, -1.365], [1.739, -2.264, 1.441], [2.530, -1.459, 0.003], [1.436, -2.810, -0.264], [-3.122, 2.278, 0.464], [-2.276, 3.119, -0.765]], "orbital_gap_ev": [7.333, 7.334], "energy_ev": -23656.1697, "max_force_ev_per_a": 4.346, "mol_weight_g_mol": 161.19}

Relative energy (zero: lowest compared OMol25 entry of this formula, charge and spin) readings, ordered: 147.4 125.1 94.9 126.3 kcal per mole